Formula: C72H157N7O10
Source: the Open Molecules 2025 dataset
Level of theory: ωB97M-V/def2-TZVPD

```
246
Properties=species:S:1:pos:R:3:forces:R:3:lowdin_charge:R:1
C -2.58985 -6.33587 0.86676 0.679 -0.384 -0.695 -0.06
C -2.95842 -5.05910 0.09251 -0.989 -0.501 0.104 -0.44
C -3.43213 -5.42353 -1.31713 0.649 0.626 0.213 -0.06
O -4.11164 -4.46162 0.79681 1.125 -0.045 -0.717 -0.10
H -1.99007 -6.14938 1.72778 0.444 0.437 0.852 0.05
H -2.01056 -7.11507 0.31320 -0.464 0.799 -0.063 0.09
H -3.49524 -6.80978 1.22026 -0.359 -0.046 -0.082 0.08
H -2.14110 -4.29866 -0.04878 -0.532 -0.723 0.592 0.14
H -3.67158 -4.44878 -1.79538 -0.068 -0.981 -0.223 0.06
H -4.24943 -6.14676 -1.34058 -0.220 0.379 0.216 0.09
H -2.58784 -5.94513 -1.80095 -0.234 0.541 -0.153 0.08
H -3.81379 -4.12884 1.66331 -0.101 -0.135 0.020 0.05
C 4.81483 -0.75001 -0.95390 -0.198 -1.231 0.796 -0.04
C 4.20586 0.02349 0.16601 -0.244 -1.051 2.158 -0.44
C 2.81590 0.55354 0.04630 -0.553 2.529 0.578 -0.06
O 4.09717 -0.75164 1.41458 0.551 -0.532 -0.299 -0.09
H 5.86747 -0.85685 -0.76790 0.616 -0.101 -0.141 0.08
H 4.63949 -0.21550 -1.82094 0.085 1.388 -1.985 0.04
H 4.41219 -1.73466 -1.19324 -0.295 -0.122 0.662 0.07
H 4.93299 0.76024 0.47160 -0.037 1.025 -0.536 0.13
H 2.02598 -0.15116 0.17246 -0.281 -1.065 -0.189 0.07
H 2.58653 1.21472 -0.79014 0.370 -0.430 -0.435 0.06
H 2.63990 1.25143 0.89928 0.301 -0.482 -0.230 0.08
H 4.98980 -1.04234 1.66390 -0.370 0.078 -0.112 0.07
C -3.45688 -1.67286 -2.62371 0.344 0.498 1.121 -0.03
C -2.45496 -0.91598 -1.65882 -1.705 -0.908 1.459 -0.41
C -1.40606 -0.17730 -2.41332 0.910 -0.440 -0.064 -0.06
O -3.16700 0.10714 -0.87947 0.555 0.184 -1.000 -0.11
H -2.93943 -2.53088 -3.08837 -0.262 0.336 0.148 0.06
H -3.78615 -0.96519 -3.40731 0.028 -0.366 0.368 0.08
H -4.34168 -2.03342 -2.03449 0.737 0.274 -0.608 0.08
H -2.02719 -1.63034 -0.89090 -0.257 0.522 -0.983 0.14
H -0.87638 -0.86808 -3.06720 -0.047 -0.218 -0.074 0.05
H -0.63358 0.18309 -1.70288 -0.579 0.487 -0.591 0.10
H -1.87970 0.54236 -3.08988 0.292 0.387 0.489 0.09
H -3.52330 -0.10525 -0.01098 0.260 -0.890 -0.025 0.06
C -0.51873 3.89023 -1.17218 0.683 -0.291 -0.982 -0.05
C -0.68282 4.04143 0.31095 -2.779 -0.577 0.677 -0.49
C 0.20716 5.04076 1.01778 -0.575 0.916 -1.684 -0.14
C -0.37453 5.53655 2.32117 0.117 1.230 0.144 -0.19
C -1.78356 6.09832 2.13838 0.186 -0.091 -0.434 -0.13
C -2.77666 4.99555 1.69058 0.456 1.131 -1.768 -0.54
N -2.19579 4.44543 0.45237 1.146 -0.168 -0.811 -0.05
O -3.02311 3.37549 -0.05330 0.175 0.489 -0.266 -0.08
C -3.13305 4.00832 2.77220 1.388 -0.642 0.315 -0.01
C -3.99019 5.76220 1.18490 -1.947 -0.618 2.045 -0.05
C -0.44440 2.70292 0.95080 -1.528 -1.488 -0.059 -0.03
H -1.17890 3.02793 -1.45725 0.934 0.662 -0.105 0.09
H 0.55884 3.66591 -1.28591 -0.407 -0.303 -0.501 0.08
H -0.73652 4.74854 -1.86594 -0.046 -0.445 1.093 0.10
H 1.23594 4.67382 1.10764 -0.218 -0.175 0.052 0.11
H 0.22893 5.84018 0.25238 0.334 0.427 0.728 0.13
H 0.23761 6.38744 2.63072 0.215 -0.160 0.317 0.11
H -0.34417 4.80295 3.11914 0.040 -0.236 0.040 0.08
H -1.70316 6.98089 1.41012 -0.463 -1.389 0.739 0.15
H -2.21047 6.48601 3.06395 0.304 0.175 0.186 0.12
H -3.67458 3.14018 2.42031 -0.138 -0.095 -0.504 0.07
H -2.19503 3.60150 3.24905 -1.021 0.518 -0.062 0.09
H -3.78891 4.51468 3.45404 -0.058 0.147 0.849 0.08
H -4.54776 6.32110 1.99349 0.815 -0.410 -0.517 0.10
H -3.70921 6.44240 0.43910 0.396 0.918 -1.111 0.06
H -4.74276 5.07553 0.80452 -0.011 -0.161 -0.312 0.07
H -0.28972 2.84347 1.98224 0.065 0.150 1.490 0.03
H 0.44104 2.20232 0.61472 0.585 -0.228 -0.594 0.07
H -1.31527 1.99797 0.86562 0.754 0.627 -0.269 0.10
H -3.36536 3.63585 -0.95461 0.311 -0.037 1.239 0.08
C -5.80890 1.39857 -0.52494 -1.412 0.910 -1.244 -0.01
C -6.31990 2.30775 -1.72400 1.787 -1.355 -1.482 -0.44
C -7.16625 3.49144 -1.29818 -0.390 -0.088 -1.111 -0.12
C -7.29450 4.61633 -2.36640 0.618 -1.058 0.332 -0.17
C -5.94511 5.05394 -2.85754 1.329 -0.063 -0.068 -0.15
C -4.98091 3.91295 -3.34697 -0.908 1.070 0.893 -0.51
N -5.00200 2.88074 -2.29312 -0.259 0.096 0.063 -0.09
O -4.15145 1.82095 -2.74533 -0.822 0.441 -0.632 -0.05
C -5.38131 3.48166 -4.76202 -0.538 0.455 -1.257 -0.04
C -3.54620 4.54298 -3.42693 -0.365 -0.475 -0.397 -0.03
C -7.06108 1.38737 -2.73744 -0.127 0.150 -0.643 -0.04
H -4.91823 1.86546 -0.18008 0.762 0.225 0.641 0.05
H -5.61282 0.35578 -0.80878 -0.231 0.448 -0.033 0.08
H -6.57088 1.47068 0.23577 -0.229 -0.310 0.477 0.08
H -8.16682 3.10395 -1.12425 -0.144 -0.003 0.471 0.12
H -6.72679 3.84904 -0.39618 0.116 0.658 0.868 0.10
H -7.83555 5.46405 -1.96295 -0.194 0.102 0.106 0.11
H -7.82159 4.25214 -3.23310 -0.644 -0.277 -0.209 0.10
H -5.39895 5.51218 -2.02533 -0.151 0.341 -0.117 0.11
H -6.04465 5.76332 -3.69806 0.121 -0.043 0.472 0.12
H -6.41095 3.04825 -4.91052 1.024 0.439 0.547 0.08
H -5.35021 4.40522 -5.44933 0.118 -1.389 0.941 0.10
H -4.66098 2.73930 -5.11818 -0.119 0.108 -0.172 0.08
H -2.79899 3.72703 -3.50088 -0.337 0.544 -0.201 0.08
H -3.59819 5.13166 -4.35696 0.593 -0.116 0.297 0.08
H -3.23261 5.23015 -2.60964 -0.587 -0.553 -0.222 0.08
H -7.54995 1.99037 -3.55814 0.202 -0.746 1.013 0.07
H -7.79424 0.72221 -2.22156 0.271 0.764 -0.292 0.09
H -6.36277 0.68978 -3.24098 -0.105 0.500 0.329 0.08
H -3.77240 1.49079 -1.93274 0.517 -0.616 0.670 0.03
C 3.66276 2.76037 5.52016 -1.907 -1.180 2.660 -0.02
C 2.22075 2.20246 5.16358 1.223 -0.394 0.469 -0.49
C 2.51110 0.88560 4.38483 0.193 1.280 0.308 -0.15
C 1.28393 0.04127 4.24808 -0.265 0.690 0.521 -0.17
C 0.83858 -0.27602 5.69035 -1.774 0.853 -1.392 -0.12
C 0.26248 0.96449 6.41513 0.854 0.328 -1.213 -0.48
N 1.45287 1.89052 6.37714 -0.174 -2.220 0.373 -0.12
O 1.19032 2.96771 7.16825 0.282 1.486 0.895 -0.02
C -1.02209 1.58851 5.79908 1.541 -0.847 -0.095 -0.01
C -0.08767 0.53711 7.82049 1.654 -1.062 -0.132 -0.04
C 1.54571 3.23885 4.31358 -0.875 0.862 0.080 -0.04
H 4.13522 2.63842 4.59928 1.356 0.983 -1.436 0.05
H 4.15894 2.04578 6.19753 -0.289 -0.004 -0.161 0.09
H 3.67026 3.69709 6.11745 0.008 -0.161 -1.199 0.09
H 2.96321 1.18677 3.43161 -0.042 -0.276 0.065 0.11
H 3.24918 0.36712 4.99244 0.236 -0.259 -0.186 0.12
H 1.52740 -0.90569 3.79377 -0.072 -0.190 -0.687 0.11
H 0.53182 0.63309 3.65171 0.484 -1.019 0.471 0.11
H 1.70478 -0.57297 6.25436 0.209 -0.562 0.273 0.12
H 0.07691 -1.05335 5.58834 0.059 -0.179 0.616 0.10
H -0.88540 1.58959 4.69160 -0.676 0.675 0.927 0.06
H -1.82048 0.92776 6.11395 -0.480 -0.014 -0.372 0.07
H -1.15391 2.53566 6.33044 -0.166 0.171 -0.677 0.09
H 0.76734 0.01935 8.24341 0.510 0.251 0.309 0.09
H -0.40011 1.27042 8.51342 -0.480 0.996 0.448 0.07
H -0.77679 -0.27687 7.75986 -1.062 -0.293 -0.133 0.07
H 0.77262 2.82543 3.67152 -0.181 -0.114 0.118 0.05
H 2.24127 3.75405 3.63380 -0.176 0.114 0.483 0.10
H 1.04022 3.95524 5.03017 0.565 -0.152 -1.391 0.10
H 0.91192 3.68030 6.58295 -0.352 0.359 0.137 0.06
C 8.14270 -5.21260 -0.14081 -0.820 -0.315 1.156 -0.02
C 7.13817 -5.52205 1.05272 0.090 3.054 -1.287 -0.49
C 6.76616 -4.07807 1.61595 1.460 -1.270 1.465 -0.12
C 5.48910 -4.10686 2.46538 1.066 -0.365 -0.128 -0.18
C 4.34223 -4.57053 1.60231 -0.064 -0.941 -0.195 -0.13
C 4.59424 -5.99831 1.03898 0.458 0.709 1.141 -0.53
N 5.90808 -5.98632 0.39903 0.902 -0.648 -0.196 -0.10
O 6.22079 -7.33089 -0.00014 -0.553 -0.098 -1.862 -0.05
C 4.43620 -6.99989 2.19378 -1.946 -1.491 -1.317 -0.02
C 3.61298 -6.20820 -0.09156 -1.657 -1.791 0.052 -0.06
C 7.75980 -6.42185 2.07052 -2.324 -0.033 0.582 -0.03
H 9.02593 -4.74068 0.32007 -0.221 -0.002 -0.587 0.09
H 7.59197 -4.58170 -0.84651 0.406 0.236 0.210 0.08
H 8.42076 -6.10189 -0.70051 0.209 -0.228 0.249 0.07
H 7.66293 -3.67877 2.20408 -1.134 -0.628 -0.577 0.14
H 6.65883 -3.41451 0.79616 -0.289 0.634 -0.976 0.08
H 5.28668 -3.10819 2.79822 -0.150 0.568 0.534 0.09
H 5.71542 -4.74689 3.33733 -0.548 0.260 -0.199 0.11
H 4.29728 -3.90513 0.73965 -0.324 0.246 0.038 0.11
H 3.36649 -4.59460 2.12743 0.489 0.192 -0.275 0.13
H 4.56808 -6.68928 3.18284 0.541 1.303 1.386 0.05
H 3.35900 -7.32197 2.19229 0.822 0.048 -0.075 0.10
H 5.02734 -7.90610 2.12948 0.132 -0.127 -0.570 0.08
H 3.85858 -5.51940 -0.90226 -0.254 -0.115 0.012 0.07
H 3.56042 -7.28266 -0.46654 0.533 1.268 0.301 0.10
H 2.56308 -6.07205 0.28695 0.862 0.351 -0.391 0.10
H 7.79981 -7.38764 1.66738 -0.379 -1.672 -0.411 0.07
H 7.18834 -6.41629 3.00703 0.147 -0.186 -0.127 0.09
H 8.74986 -6.24509 2.27856 2.349 1.208 0.530 0.06
H 6.12897 -7.30363 -0.99068 0.129 -0.085 1.474 0.13
C -2.39032 -0.45650 3.39643 -0.571 -0.543 1.148 0.00
C -2.72340 -1.98611 3.48294 0.437 0.868 -1.285 -0.46
C -2.84269 -2.49454 4.91493 1.469 -0.906 0.240 -0.14
C -4.00175 -1.95032 5.70517 0.020 0.650 -0.350 -0.19
C -5.24642 -2.42269 4.98592 0.672 0.876 -1.885 -0.09
C -5.22831 -1.89645 3.46227 -1.625 -1.032 0.636 -0.46
N -3.98483 -2.33550 2.80049 0.021 0.499 -1.030 -0.05
O -4.00372 -1.75086 1.41784 0.447 0.021 1.401 -0.07
C -6.34348 -2.54613 2.58352 1.031 -1.642 1.059 -0.03
C -5.61119 -0.42956 3.41836 1.703 -0.073 0.248 -0.03
C -1.58724 -2.71973 2.73303 -1.373 0.203 0.753 0.00
H -3.11414 0.14088 3.95205 0.044 -0.040 -0.060 0.06
H -2.40777 -0.10345 2.38075 0.129 -0.015 -0.502 0.07
H -1.43040 -0.23159 3.86447 0.032 -0.315 -0.271 0.05
H -2.83624 -3.61657 4.94553 -0.128 0.799 -0.271 0.14
H -1.86364 -2.20119 5.30038 -0.068 -0.037 0.605 0.10
H -3.86640 -0.87569 5.76337 -0.406 0.452 -0.206 0.10
H -4.04108 -2.23639 6.74311 0.292 -0.584 0.381 0.11
H -6.16810 -2.14030 5.46534 -0.414 0.205 0.052 0.12
H -5.13596 -3.48735 5.00865 -0.446 -0.892 -0.251 0.11
H -6.15071 -3.64083 2.56200 -0.170 0.572 -0.337 0.10
H -7.31945 -2.41864 2.98536 -0.825 0.234 0.668 0.07
H -6.37710 -2.13839 1.58959 0.248 0.120 -0.404 0.08
H -5.44984 -0.17938 2.39566 0.246 0.927 -0.727 0.07
H -6.64988 -0.39917 3.57286 -1.355 0.358 0.523 0.07
H -5.07447 0.23105 4.10828 -0.246 -0.094 -0.239 0.08
H -0.63271 -2.72398 3.18053 0.956 -0.002 1.275 0.07
H -1.39470 -2.26642 1.81391 -0.064 0.907 -1.749 0.06
H -1.89781 -3.71439 2.53426 -0.141 -1.188 -0.053 0.06
H -4.26975 -2.49617 0.85315 0.136 -0.238 0.229 0.07
C 2.00147 -1.65475 -6.07766 0.125 0.845 1.951 -0.01
C 2.87320 -2.53320 -5.09486 0.452 -0.390 -1.737 -0.47
C 3.04127 -1.81273 -3.76797 0.521 0.856 -0.439 -0.18
C 1.83171 -1.89567 -2.90644 -0.264 1.794 0.543 -0.20
C 1.53948 -3.30996 -2.57714 0.280 -0.498 -0.260 -0.12
C 1.23390 -4.06868 -3.86792 -0.471 1.028 -0.298 -0.55
N 2.30723 -3.86540 -4.81342 0.950 1.059 1.396 -0.13
O 2.25326 -4.73919 -5.88667 0.138 -0.337 -0.843 -0.01
C 1.22838 -5.50048 -3.51555 0.982 -1.572 -0.883 -0.05
C -0.20271 -3.73920 -4.38902 -0.392 -0.139 -0.411 -0.01
C 4.31494 -2.76811 -5.70531 -1.502 2.217 0.866 -0.02
H 2.54128 -0.70098 -6.33893 -0.393 -0.989 0.133 0.08
H 1.05802 -1.34145 -5.52462 0.976 -0.423 -0.962 0.08
H 1.78062 -2.22528 -6.95590 -0.292 -0.190 -0.559 0.07
H 3.90998 -2.14768 -3.18635 -0.051 -0.330 -0.412 0.11
H 3.20182 -0.72085 -3.92034 0.177 -0.601 -0.403 0.12
H 1.00019 -1.39370 -3.42659 0.166 -0.281 0.281 0.08
H 2.11536 -1.21837 -2.08551 -0.702 -0.503 0.393 0.11
H 0.65688 -3.51342 -1.99515 -0.275 0.391 0.803 0.11
H 2.42720 -3.74358 -2.06921 -0.510 -0.002 -0.251 0.13
H 2.22740 -5.82135 -3.13404 -0.787 0.151 -0.079 0.11
H 0.44201 -5.68930 -2.82975 -0.547 -0.412 0.923 0.07
H 1.00412 -6.05579 -4.43301 0.010 -0.286 0.329 0.09
H -0.91619 -4.06714 -3.61064 0.144 -0.085 -0.408 0.07
H -0.47015 -2.67324 -4.56701 0.599 -0.632 -0.037 0.06
H -0.38899 -4.33130 -5.33367 0.112 0.697 0.985 0.10
H 4.33083 -3.11563 -6.72523 -0.136 0.054 -0.342 0.07
H 4.75328 -3.49738 -5.06150 0.792 -0.329 0.419 0.07
H 4.76346 -1.73237 -5.59232 0.137 -1.406 -0.394 0.10
H 2.81236 -5.47990 -5.59556 -0.183 0.337 -0.372 0.11
C 1.06010 2.19440 -4.06242 0.838 1.012 2.438 -0.02
C 2.18881 3.22401 -4.27842 0.257 0.150 -0.333 -0.43
C 1.54717 4.61114 -4.64633 -0.086 -1.637 -0.743 -0.14
C 2.47766 5.75553 -4.58536 0.908 1.418 -0.782 -0.21
C 2.95314 5.86190 -3.13138 0.827 0.367 -1.401 -0.12
C 3.71057 4.61919 -2.70436 0.369 -1.151 -0.097 -0.50
N 2.89750 3.38574 -2.96479 -2.231 2.063 -0.742 -0.11
O 3.52770 2.23401 -2.64916 1.105 -1.498 0.770 -0.05
C 5.01660 4.51908 -3.46727 0.294 -0.363 -0.367 -0.03
C 4.08536 4.69639 -1.22260 -0.596 0.986 0.555 -0.02
C 3.13402 2.70726 -5.42508 1.550 0.587 0.801 -0.02
H 0.57987 2.41592 -3.08109 -0.435 0.404 -1.106 0.08
H 1.48666 1.28217 -3.76837 1.092 -1.637 0.031 0.04
H 0.42105 1.95213 -4.86456 -0.906 0.403 -1.031 0.08
H 1.16771 4.53684 -5.68041 -0.441 -0.205 0.566 0.13
H 0.78041 4.74141 -3.88940 -0.587 0.093 -0.250 0.10
H 2.03579 6.72244 -4.91587 -0.396 -0.595 0.561 0.12
H 3.23384 5.68208 -5.41218 0.100 -0.326 1.150 0.12
H 2.05214 5.99632 -2.54882 -0.075 0.223 0.503 0.12
H 3.64359 6.72569 -3.06145 -0.460 -0.343 0.443 0.13
H 5.60005 3.67377 -3.14353 0.113 -0.565 0.265 0.08
H 4.91847 4.42294 -4.54001 -0.228 0.138 -0.183 0.07
H 5.64654 5.35192 -3.27746 0.518 1.037 0.175 0.08
H 4.69784 3.87459 -0.91087 0.359 -0.574 0.032 0.07
H 4.67175 5.62141 -1.08311 -0.108 -0.324 -0.027 0.09
H 3.24687 4.76599 -0.49466 0.150 -0.110 -0.774 0.08
H 4.03832 2.07409 -5.20632 -0.947 0.132 0.640 0.09
H 3.67183 3.53513 -5.87007 -0.340 0.429 -0.478 0.06
H 2.65724 2.14188 -6.18455 -0.916 -0.298 -0.693 0.06
H 4.02613 1.94713 -3.42914 0.273 -0.008 -0.034 0.07
```
Positions in Å, forces in eV/Å.

Output
E_HOMO   -7.913 eV
Net charge   0
Energy relative to the best compared isomer or geometry (same formula, charge and spin)   48.2 kcal/mol
SMILES string   CC1(C)CCCC(C)(C)N1O.CC1(C)CCCC(C)(C)N1O.CC1(C)CCCC(C)(C)N1O.CC1(C)CCCC(C)(C)N1O.CC1(C)CCCC(C)(C)N1O.CC1(C)CCCC(C)(C)N1O.CC1(C)CCCC(C)(C)N1O.CC(C)O.CC(C)O.CC(C)O
Kohn-Sham gap   8.3064 eV